{
  "formula": "C17H18IMoS5Si",
  "method": "the ωB97M-V functional and the def2-TZVPD basis",
  "de_lowest_kcal_mol": 0.0,
  "e_tot_ev": -89922.1533,
  "homo_ev": [-10.44, -10.48],
  "max_force_ev_per_a": 2.0,
  "charge": 1,
  "homo_lumo_gap_ev": [5.46, 5.46],
  "species": ["Mo", "I", "C", "C", "C", "C", "C", "C", "C", "C", "C", "C", "H", "H", "H", "H", "H", "H", "C", "Si", "C", "C", "H", "H", "H", "H", "H", "H", "H", "H", "H", "C", "S", "C", "C", "S", "S", "C", "S", "S", "H", "H", "H"],
  "coordinates": [[-0.87227, 0.01593, -0.34813], [-1.75183, 0.96790, 2.11074], [0.13588, 1.97026, 2.44503], [0.41985, 2.54733, 3.64973], [1.65313, 3.19743, 3.80357], [2.51509, 3.31010, 2.74763], [2.21575, 2.73213, 1.49859], [3.09068, 2.84788, 0.39919], [2.78970, 2.24984, -0.79178], [1.63524, 1.46195, -0.91237], [0.73506, 1.30962, 0.12169], [1.00809, 1.98677, 1.34151], [-0.28469, 2.52235, 4.46494], [1.90357, 3.62443, 4.76037], [3.44052, 3.85434, 2.85366], [4.00684, 3.40813, 0.51046], [3.46634, 2.33105, -1.62702], [1.48554, 0.94128, -1.85485], [-1.84395, 2.11839, -3.50135], [-2.15651, 0.62864, -2.35225], [-3.82216, -0.26979, -2.59496], [-0.68592, -0.65032, -2.70153], [-1.81221, 1.79758, -4.53879], [-0.90287, 2.61798, -3.27668], [-2.63745, 2.85340, -3.41784], [-3.93132, -0.61425, -3.62073], [-4.65544, 0.39182, -2.38454], [-3.91917, -1.13751, -1.94391], [0.01585, -0.25089, -3.42851], [-1.03196, -1.62739, -3.03829], [-0.07529, -0.84148, -1.74815], [-2.04771, -5.25795, 1.27448], [-0.61861, -5.05043, 2.36579], [0.38678, -3.89587, 1.52158], [0.07176, -2.81322, 0.76580], [-1.48208, -2.22363, 0.29459], [1.43429, -1.82465, 0.22330], [2.71393, -2.76305, 0.98637], [4.27733, -2.33663, 0.89054], [2.10241, -4.17164, 1.80630], [-2.66092, -6.01836, 1.74765], [-1.70706, -5.60619, 0.30419], [-2.60422, -4.33326, 1.19397]],
  "nbo_charge": [0.27, 0.48, -0.07, -0.23, -0.19, -0.17, 0.03, -0.14, -0.22, -0.18, -0.25, -0.14, 0.24, 0.24, 0.23, 0.23, 0.23, 0.21, -1.08, 1.30, -1.08, -1.00, 0.26, 0.25, 0.26, 0.26, 0.26, 0.25, 0.27, 0.28, 0.18, -0.74, 0.33, -0.36, -0.45, 0.11, 0.41, -0.56, 0.07, 0.51, 0.25, 0.23, 0.23]
}

{
  "formula": "C17H18N2O2",
  "method": "the ωB97M-V functional and the def2-TZVPD basis",
  "de_lowest_kcal_mol": 3.0,
  "e_tot_ev": -24997.7818,
  "homo_ev": -8.37,
  "max_force_ev_per_a": 0.6,
  "homo_lumo_gap_ev": 7.72,
  "species": ["C", "N", "C", "H", "H", "H", "C", "C", "C", "N", "C", "O", "C", "C", "C", "C", "C", "C", "C", "C", "C", "C", "C", "O", "H", "H", "H", "H", "H", "H", "H", "H", "H", "H", "H", "H", "H", "H", "H"],
  "coordinates": [[-1.76915, -1.73867, 1.38216], [-1.49067, -0.34621, 1.10397], [-0.67227, 0.23999, 2.14360], [-1.16894, 0.24393, 3.12653], [0.25505, -0.32742, 2.22698], [-0.42348, 1.26661, 1.87644], [-2.70215, 0.42819, 0.85814], [-3.25527, 0.21231, -0.55254], [-2.39420, 0.89373, -1.62172], [-0.97572, 0.65764, -1.39019], [-0.56028, -0.66232, -1.46688], [-1.29971, -1.52076, -1.90332], [0.81566, -0.94825, -1.02952], [1.27815, -2.24675, -1.01700], [2.58284, -2.52895, -0.60013], [3.42123, -1.51866, -0.20634], [2.98438, -0.17743, -0.20672], [3.81144, 0.89603, 0.18492], [3.34168, 2.18341, 0.17154], [2.02741, 2.45519, -0.22126], [1.18982, 1.43217, -0.61239], [1.65743, 0.10318, -0.61859], [-0.20818, 1.72679, -0.97457], [-0.66952, 2.85124, -0.91017], [1.64833, 3.46620, -0.22152], [3.98342, 2.99856, 0.47085], [4.82463, 0.68477, 0.49572], [4.43139, -1.73573, 0.11041], [2.92709, -3.55250, -0.59407], [0.61507, -3.03729, -1.33445], [-2.65645, 0.50730, -2.60967], [-2.53635, 1.97533, -1.59888], [-3.31575, -0.85310, -0.76780], [-4.26193, 0.62883, -0.60842], [-2.45691, 1.48691, 0.97500], [-3.48314, 0.18027, 1.59782], [-0.82574, -2.26364, 1.52852], [-2.39159, -1.87298, 2.28128], [-2.27760, -2.18794, 0.53227]],
  "nbo_charge": [-0.42, -0.46, -0.41, 0.17, 0.20, 0.20, -0.22, -0.42, -0.23, -0.47, 0.72, -0.60, -0.16, -0.13, -0.23, -0.14, -0.09, -0.15, -0.22, -0.12, -0.16, 0.07, 0.68, -0.60, 0.24, 0.22, 0.21, 0.21, 0.22, 0.24, 0.22, 0.24, 0.22, 0.22, 0.20, 0.17, 0.20, 0.16, 0.21]
}

{
  "formula": "C17H18N2O3P",
  "method": "the ωB97M-V functional and the def2-TZVPD basis",
  "e_tot_ev": -36327.9985,
  "homo_ev": -11.59,
  "max_force_ev_per_a": 4.0,
  "charge": 1,
  "homo_lumo_gap_ev": 6.61,
  "species": ["N", "C", "N", "C", "C", "C", "C", "C", "C", "C", "C", "C", "C", "C", "C", "C", "C", "C", "C", "P", "O", "O", "O", "H", "H", "H", "H", "H", "H", "H", "H", "H", "H", "H", "H", "H", "H", "H", "H", "H", "H"],
  "coordinates": [[-2.67489, 2.65753, -2.54040], [-1.29567, 2.82255, -3.04405], [-0.47865, 1.65014, -2.62375], [0.00338, 0.96047, -3.69713], [0.76182, -0.14313, -3.55551], [1.02703, -0.64110, -2.24966], [1.79861, -1.80863, -2.15379], [2.07515, -2.30845, -0.91585], [1.52379, -1.65365, 0.21672], [0.74617, -0.53032, 0.17022], [0.21571, -0.04991, 1.51811], [0.18754, -1.14445, 2.61010], [1.20006, -1.16158, 3.56790], [1.19702, -2.16280, 4.53109], [0.17757, -3.10738, 4.53592], [-0.84431, -3.06567, 3.60344], [-0.83253, -2.08279, 2.61685], [0.48808, 0.07809, -1.13073], [-0.25446, 1.29604, -1.34083], [-0.90798, 2.38766, 0.00201], [-2.14987, 1.89400, 0.59461], [0.23135, 2.77556, 1.07361], [-1.25245, 3.87183, -0.51543], [-3.32767, 3.05846, -3.20605], [-2.87784, 1.66671, -2.43312], [-0.84732, 3.77428, -2.74152], [-1.38177, 2.85787, -4.13813], [-0.19232, 1.30174, -4.71070], [1.15504, -0.66810, -4.42387], [2.18470, -2.29493, -3.04887], [2.68540, -3.20557, -0.81733], [1.78286, -2.13569, 1.16006], [0.91739, 0.69275, 1.91832], [-0.82330, 0.29658, 1.49797], [1.98101, -0.39907, 3.51923], [1.99181, -2.21844, 5.27470], [0.19984, -3.88524, 5.29977], [-1.63951, -3.81173, 3.63608], [-1.62727, -2.06602, 1.86886], [1.09427, 2.57180, 0.67347], [-2.21777, 3.93060, -0.60232]],
  "nbo_charge": [-0.85, -0.05, -0.28, 0.01, -0.14, -0.02, -0.21, -0.11, -0.18, 0.02, -0.49, -0.04, -0.22, -0.20, -0.21, -0.21, -0.17, 0.00, -0.09, 2.32, -1.05, -0.92, -0.98, 0.39, 0.38, 0.24, 0.20, 0.25, 0.25, 0.24, 0.24, 0.25, 0.24, 0.27, 0.21, 0.23, 0.23, 0.22, 0.21, 0.50, 0.54]
}